# 1
This record from OMol25 describes 11 unconnected molecules or ions with the total composition C23H63N5O28S6 at a distorted geometry. The level of theory is ωB97M-V/def2-TZVPD.

Computed properties:
* highest occupied orbital energy: -10.67 eV
* lowest unoccupied orbital energy: -0.29 eV
* energy above the lowest of the compared OMol25 structures with the same formula, charge and spin: 0.0 kJ/mol
* gap between HOMO and LUMO: 10.381 eV
* SMILES: CCOS(C)(=O)=O.CCOS(C)(=O)=O.CCOS(C)(=O)=O.CCOS(C)(=O)=O.CCOS(C)(=O)=O.CCOS(C)(=O)=O.C[N+](=O)[O-].C[N+](=O)[O-].C[N+](=O)[O-].C[N+](=O)[O-].C[N+](=O)[O-]
* electronic energy: -5683.22752 Ha

```
! RIJCOSX wB97M-V def2-TZVPD def2/J DEFGRID3
* xyz 0 1
C -1.82445 2.07918 2.02251
C -1.23828 2.89064 3.13365
O -1.61204 2.37204 4.42252
S -2.93823 2.88539 5.10803
C -2.39224 4.38258 5.85918
O -3.88563 3.17453 4.09346
O -3.20176 1.94882 6.14027
H -1.48419 2.34527 1.02264
H -2.90385 2.23602 1.96001
H -1.64174 1.01865 2.19628
H -0.14989 2.92737 3.07771
H -1.52248 3.94817 3.06308
H -2.30112 5.18999 5.14026
H -1.42825 4.16872 6.31495
H -3.11951 4.61647 6.63293
C -0.40988 -0.62666 -2.10252
C 0.07623 0.28623 -1.01935
O 0.30179 -0.54671 0.14924
S 1.26430 0.01077 1.26439
C 2.83616 -0.28316 0.49633
O 1.07982 1.42811 1.33569
O 1.15474 -0.82873 2.40039
H 0.37841 -1.31996 -2.41676
H -0.77130 -0.14810 -3.01093
H -1.20754 -1.28056 -1.74285
H 0.99769 0.80648 -1.28921
H -0.66037 1.04337 -0.75188
H 3.59259 -0.20277 1.26970
H 2.96838 0.38051 -0.35247
H 2.77210 -1.29339 0.09303
C 0.53556 3.99922 -1.48960
C 0.44545 3.60300 -2.94439
O -0.91460 3.83154 -3.38011
S -1.42398 3.14398 -4.70300
C -0.30294 3.79086 -5.90417
O -1.19693 1.73018 -4.63649
O -2.72044 3.64509 -4.94512
H 1.55160 3.82792 -1.13964
H -0.16243 3.40107 -0.90987
H 0.26409 5.04747 -1.38004
H 1.10907 4.22317 -3.55178
H 0.69212 2.55003 -3.10020
H -0.23261 4.86691 -5.78126
H -0.70203 3.50300 -6.87317
H 0.65633 3.30400 -5.74226
C 0.22121 -3.78475 8.59507
C 0.17326 -3.44053 7.13486
O -1.20754 -3.59508 6.71876
S -1.54601 -3.30120 5.21978
C -1.42196 -1.53058 5.15485
O -0.49409 -3.87678 4.43709
O -2.89774 -3.66012 5.01547
H -0.24426 -3.01377 9.21476
H 1.23797 -3.93157 8.95849
H -0.33287 -4.69450 8.83335
H 0.42600 -2.39499 6.94249
H 0.81828 -4.09036 6.54603
H -1.55562 -1.12442 6.15301
H -2.21386 -1.16147 4.50763
H -0.46079 -1.26746 4.71803
C 1.42881 0.00807 -5.08029
C 2.85717 -0.36182 -5.38084
O 3.58625 -0.65575 -4.16267
S 3.87058 -2.17226 -3.83066
C 5.05644 -2.58243 -5.08203
O 4.49554 -2.17241 -2.55059
O 2.67907 -2.92473 -4.03838
H 0.88421 0.30953 -5.97900
H 1.39084 0.87608 -4.42067
H 0.84138 -0.79081 -4.63596
H 2.87634 -1.20385 -6.07362
H 3.39675 0.46814 -5.83415
H 4.64831 -2.32401 -6.04852
H 5.33019 -3.62651 -4.95220
H 5.94649 -2.00243 -4.83741
C -3.72426 0.87705 -2.08741
C -4.49663 2.16455 -2.02019
O -5.43736 2.16860 -0.90693
S -6.72605 1.25282 -1.04430
C -7.89694 2.28445 -0.20884
O -7.08083 1.15947 -2.41736
O -6.52132 0.06090 -0.28435
H -2.99629 0.88991 -2.90000
H -4.42687 0.05561 -2.21489
H -3.12997 0.74221 -1.17985
H -3.88617 3.05012 -1.84334
H -5.04661 2.38349 -2.93622
H -7.41317 2.77094 0.63345
H -8.64751 1.60733 0.18967
H -8.26182 2.97944 -0.95609
C -2.71138 -0.79899 -5.56912
N -3.64876 0.30624 -5.95048
O -4.74008 0.29830 -5.41277
O -3.26623 1.13543 -6.74941
H -2.57658 -0.81713 -4.49701
H -1.78732 -0.63004 -6.11044
H -3.17754 -1.70247 -5.95671
C 2.83523 -4.79162 -0.79164
N 3.56011 -4.22409 0.39679
O 2.93078 -3.54127 1.18424
O 4.74127 -4.47282 0.49058
H 3.48009 -4.52078 -1.61985
H 1.83489 -4.38623 -0.81840
H 2.82795 -5.86762 -0.63852
C 2.40118 1.56106 4.39954
N 3.19187 2.31898 5.41458
O 3.39813 3.49449 5.18343
O 3.62665 1.70898 6.36417
H 2.93712 1.70399 3.46797
H 1.37617 1.91027 4.40226
H 2.44870 0.51642 4.68566
C -0.45579 -3.91760 1.41575
N -0.70689 -4.40662 0.02828
O -1.06559 -3.59561 -0.81112
O -0.67597 -5.61441 -0.14516
H 0.48339 -4.30646 1.78958
H -1.29940 -4.30944 1.97274
H -0.42438 -2.83538 1.38407
C 6.70117 -1.68854 -0.01215
N 7.74769 -0.65804 -0.14460
O 8.49749 -0.47582 0.79244
O 7.83611 -0.11170 -1.22298
H 5.72095 -1.21322 -0.01155
H 6.78545 -2.26616 0.89909
H 6.74725 -2.30292 -0.90451
*
```

***

# 2
This record from OMol25 describes C3H9NS2 in the gas phase at a distorted geometry. The level of theory is ωB97M-V/def2-TZVPD.

Computed properties:
* highest occupied orbital energy: -8.91 eV
* lowest unoccupied orbital energy: 0.83 eV
* energy above the lowest of the compared OMol25 structures with the same formula, charge and spin: 30.6 kJ/mol
* gap between HOMO and LUMO: 9.732 eV
* SMILES: NC(CS)CS
* electronic energy: -970.82008 Ha

```
! RIJCOSX wB97M-V def2-TZVPD def2/J DEFGRID3
* xyz 0 1
N -0.02086 1.34923 -0.55767
C 0.00627 0.34596 0.48584
C -1.42243 -0.06041 0.81233
S -2.30640 -0.56791 -0.67929
C 0.92673 -0.80625 0.07330
S 2.57446 -0.26177 -0.36644
H 0.09059 0.90355 -1.46682
H 0.70236 2.04328 -0.49508
H 0.45251 0.78875 1.36673
H -1.92144 0.78825 1.30946
H -1.40802 -0.87408 1.55674
H -2.17312 0.60828 -1.26092
H 0.95659 -1.58007 0.82834
H 0.45913 -1.26580 -0.82940
H 3.08363 -1.41100 -0.77711
*
```

***

# 3
This record from OMol25 describes 2 unconnected molecules or ions with the total composition C5H15NO at a distorted geometry. The level of theory is ωB97M-V/def2-TZVPD.

Computed properties:
* highest occupied orbital energy: -8.03 eV
* lowest unoccupied orbital energy: 0.67 eV
* energy above the lowest of the compared OMol25 structures with the same formula, charge and spin: 136.3 kJ/mol
* gap between HOMO and LUMO: 8.699 eV
* SMILES: CCN(C)CC.O
* electronic energy: -329.45568 Ha

```
! RIJCOSX wB97M-V def2-TZVPD def2/J DEFGRID3
* xyz 0 1
C 0.34224 -3.02534 -0.77810
C -0.12549 -2.51658 0.60353
N -0.15848 -1.09127 0.78162
C -1.02601 -0.31156 -0.07748
C 1.13321 -0.44026 1.04411
C 2.06333 -0.16543 -0.15082
H 1.31239 -2.62561 -1.02932
H -0.34554 -2.62433 -1.51296
H 0.35849 -4.10927 -0.87175
H -1.11637 -2.95517 0.78186
H 0.49908 -2.96328 1.38852
H -0.70690 0.71669 0.01919
H -1.14430 -0.73188 -1.08161
H -2.06248 -0.32338 0.29038
H 0.94964 0.43389 1.66237
H 1.60625 -1.22509 1.65750
H 1.50330 -0.14682 -1.09409
H 2.52574 0.80839 -0.00208
H 2.81365 -0.94654 -0.26412
O -2.02917 6.48636 -0.92569
H -1.28163 6.32059 -0.33422
H -2.17987 5.74098 -1.50750
*
```

***

# 4
This record from OMol25 describes 10 unconnected molecules or ions with the total composition C47H122N8O11 at a distorted geometry. The level of theory is ωB97M-V/def2-TZVPD.

Computed properties:
* highest occupied orbital energy: -13.74 eV
* lowest unoccupied orbital energy: -9.66 eV
* gap between HOMO and LUMO: 4.083 eV
* electronic energy: -3127.03034 Ha

```
! RIJCOSX wB97M-V def2-TZVPD def2/J DEFGRID3
* xyz 6 1
C 1.07764 8.81239 1.41033
C 1.46814 8.46977 0.03599
C 0.88858 7.12281 -0.36262
N 1.54508 6.45070 -1.65722
C 3.03780 6.08348 -1.43815
C 0.65566 5.22024 -2.12671
C 0.66277 5.18010 -3.66191
C 1.53310 6.40261 -4.12122
C 1.65793 7.33618 -2.89368
H 1.22016 7.92617 2.02872
H 0.03412 9.12660 1.38937
H 1.75598 9.54632 1.84543
H 2.55180 8.57334 -0.01923
H 1.16757 9.19446 -0.72069
H -0.17343 7.24103 -0.57772
H 0.73466 6.36972 0.41020
H 3.61944 6.93103 -1.07560
H 3.47446 5.72852 -2.37166
H 3.20969 5.40944 -0.59897
H 1.07260 4.27464 -1.78016
H -0.37016 5.39138 -1.80035
H 1.06331 4.23244 -4.02190
H -0.35970 5.21087 -4.03838
H 2.51522 6.14239 -4.51596
H 1.09525 6.98513 -4.93180
H 2.50497 8.01586 -2.98676
H 0.71050 7.87279 -2.84346
C 0.55496 -4.46170 -8.31907
N 0.94922 -4.53782 -6.79826
C -0.22318 -4.81185 -5.90107
C 2.12372 -5.46486 -6.73210
C 1.42187 -3.03948 -6.46040
C 0.34075 -1.85986 -6.51922
O -0.55798 -1.88654 -7.54945
H 0.64266 -5.46074 -8.74608
H 1.28513 -3.83091 -8.82607
H -0.46267 -4.10927 -8.48729
H -0.98976 -4.03719 -5.91988
H -0.02339 -5.05780 -4.85816
H -0.57476 -5.72814 -6.37533
H 2.83632 -5.28007 -7.53593
H 1.85186 -6.52008 -6.75867
H 2.48301 -5.27546 -5.72060
H 2.25061 -2.78097 -7.11953
H 1.95505 -3.07674 -5.51044
H 0.96106 -0.96963 -6.41520
H -0.29776 -1.77041 -5.64036
H -1.18687 -1.18214 -7.37649
C -7.42233 3.71703 -1.49553
N -6.94417 2.37532 -2.20064
C -5.52402 2.57350 -2.62976
C -6.98703 1.18607 -1.16921
C -7.84718 2.04293 -3.42090
C -9.37244 1.67689 -3.17008
O -10.20218 2.57440 -2.46999
H -8.27339 3.38049 -0.90348
H -7.62167 4.40476 -2.31736
H -6.67637 4.10158 -0.80000
H -5.41810 3.35477 -3.38242
H -5.24090 1.57192 -2.95351
H -4.97852 2.81131 -1.71653
H -6.24831 1.41092 -0.39989
H -6.65259 0.28200 -1.67805
H -7.97826 0.97892 -0.76590
H -7.38211 1.12250 -3.77391
H -7.64573 2.72114 -4.25008
H -9.19995 0.84139 -2.49164
H -9.89310 1.30432 -4.05224
H -11.14494 2.45568 -2.60676
C -5.51144 -7.19755 -1.60624
N -5.00579 -7.28247 -0.20583
C -3.70377 -6.34746 -0.03435
C -5.98059 -6.79286 0.89218
C -4.63722 -8.72356 0.13093
C -5.69788 -9.67863 0.68671
O -6.52479 -10.13359 -0.38107
H -6.40390 -7.80745 -1.46606
H -4.74568 -7.65003 -2.23629
H -5.62486 -6.14133 -1.85051
H -3.42988 -6.31947 1.02031
H -3.95373 -5.32408 -0.31422
H -2.83722 -6.75228 -0.55712
H -5.48912 -6.73051 1.86309
H -6.80126 -7.49353 1.04601
H -6.56675 -5.92182 0.59929
H -4.01113 -8.53286 1.00257
H -4.20879 -9.20996 -0.74541
H -6.24046 -9.33619 1.56787
H -5.13631 -10.56982 0.96694
H -7.38781 -10.13120 0.03942
C 7.44378 2.96020 4.87386
N 6.20568 2.20042 4.28206
C 5.47531 1.28751 5.30637
C 5.22664 3.30973 3.75749
C 6.63844 1.38035 2.97128
C 7.96362 0.62724 3.06637
O 8.07947 -0.19170 4.16875
H 8.03206 3.44649 4.09570
H 8.05667 2.23769 5.41283
H 6.99108 3.65937 5.57693
H 5.19601 1.91853 6.15011
H 6.26704 0.61233 5.63104
H 4.68758 0.88138 4.67181
H 5.00450 3.96441 4.60019
H 4.31513 2.77564 3.48919
H 5.64689 3.92248 2.95998
H 6.76653 2.13034 2.19075
H 5.81248 0.76209 2.61969
H 8.74157 1.38943 3.02195
H 7.97902 -0.03297 2.19921
H 8.93515 0.07795 4.51036
C -5.86788 2.52062 7.99659
N -5.27797 1.25947 8.68069
C -4.68102 1.94811 9.94792
C -6.20026 0.11799 9.18920
C -4.00208 0.81160 7.85085
C -4.48263 0.16859 6.54288
O -4.92489 -1.11668 6.83314
H -5.24718 2.93817 7.20383
H -5.99852 3.32909 8.71590
H -6.79941 2.14542 7.57280
H -5.46033 2.31812 10.61415
H -3.94331 2.71032 9.69709
H -4.17357 1.09872 10.40521
H -5.56608 -0.60820 9.69770
H -6.94943 -0.05577 8.41675
H -6.74250 0.58493 10.01142
H -3.49740 0.11581 8.52112
H -3.30817 1.61168 7.59303
H -3.64320 0.15996 5.84763
H -5.08782 0.89302 5.99787
H -5.67325 -1.23117 6.24283
C 6.21711 2.56282 -6.02251
N 7.29059 1.50265 -5.50976
C 8.34535 1.27912 -6.66967
C 8.08338 2.09578 -4.34568
C 6.61856 0.15514 -5.14330
C 5.79674 0.19614 -3.86935
O 4.76335 1.10052 -3.89657
H 6.72733 3.28147 -6.66384
H 5.75078 2.91795 -5.10353
H 5.44504 2.11162 -6.64575
H 9.20305 0.86415 -6.14026
H 8.64337 2.17450 -7.21517
H 7.77192 0.57652 -7.27434
H 8.63538 2.95561 -4.72527
H 8.79251 1.34492 -3.99722
H 7.47380 2.42777 -3.50527
H 7.39744 -0.56834 -4.90235
H 6.03404 -0.22780 -5.97983
H 6.39643 0.64686 -3.07858
H 5.38012 -0.74609 -3.51333
H 4.15318 0.78335 -3.22671
C 2.99303 -5.27906 0.56697
N 2.88986 -5.56195 2.10756
C 2.70887 -7.08807 2.18656
C 4.28415 -5.15714 2.78302
C 1.85581 -4.59972 2.89093
C 1.72244 -4.78480 4.41640
O 2.88448 -4.44338 5.10063
H 2.03222 -5.59402 0.15984
H 3.84056 -5.77124 0.08996
H 3.08901 -4.20404 0.41456
H 1.74228 -7.49970 1.89613
H 2.89516 -7.34554 3.22920
H 3.53292 -7.53212 1.62812
H 4.36603 -5.74967 3.69422
H 4.49365 -4.12834 3.07592
H 5.08639 -5.52824 2.14520
H 0.90232 -4.87912 2.44272
H 1.89717 -3.52408 2.71947
H 1.54004 -5.82380 4.69088
H 0.95724 -4.04622 4.65524
H 2.65025 -3.86232 5.82803
C -2.08091 5.07733 3.65081
C -3.00898 5.57360 2.54870
O -3.08085 4.74770 1.66556
O -3.46486 6.73507 2.54867
H -1.63983 5.82200 4.31339
H -1.18094 4.58083 3.28799
H -2.55233 4.51982 4.46017
C -1.07356 0.10101 0.57912
C 0.35297 0.02452 -0.04288
O 1.37331 0.44454 0.57223
O 0.47775 -0.83489 -0.94606
H -1.34398 -0.84751 1.04312
H -1.84571 0.17807 -0.18635
H -1.29447 0.88714 1.30113
*
```